(1)
{"formula": "C6H16", "method": "ωB97M-V with the def2-TZVPD basis set", "species": ["C", "C", "C", "H", "H", "H", "H", "H", "H", "H", "H", "C", "C", "C", "H", "H", "H", "H", "H", "H", "H", "H"], "coordinates": [[0.52665, 0.67761, -1.66769], [1.71167, 1.02337, -2.66284], [-0.77455, 1.41558, -1.87775], [0.92588, 1.20710, -0.71381], [0.39067, -0.45331, -1.67298], [2.53571, 1.13529, -2.13518], [1.70035, 0.36992, -3.47564], [-1.36297, 0.74137, -2.52833], [1.49199, 2.05527, -3.14183], [-0.75756, 2.36094, -2.34052], [-1.32076, 1.51687, -0.91716], [-1.06302, -1.12242, 2.22036], [-0.31670, -2.39137, 1.82480], [-0.06830, 0.10014, 2.25297], [-1.76299, -0.82661, 1.43573], [-1.64159, -1.17926, 3.21457], [0.56383, -2.34604, 2.43672], [0.70608, 0.07580, 3.07067], [0.42200, 0.26229, 1.32778], [-0.16246, -2.47534, 0.67669], [-1.05714, -3.19021, 2.16751], [-0.68681, 1.04299, 2.50592]], "lumo_energy_ev": [4.15, 4.12], "e_above_lowest_kj_mol": 141.7, "multiplicity": 2, "gap_ev": [2.66, 11.25], "total_energy_ev": -6478.4792, "total_charge": -1}



(2)
{"formula": "C4H5Cl3", "method": "ωB97M-V with the def2-TZVPD basis set", "species": ["C", "C", "C", "Cl", "C", "Cl", "Cl", "H", "H", "H", "H", "H"], "coordinates": [[-0.56998, 1.39773, -0.54719], [-0.57608, -0.07026, -0.03305], [0.54484, -0.95051, -0.38319], [0.36371, -2.57879, -0.84340], [0.66474, -0.67680, 1.08449], [1.74085, 0.32333, 1.86875], [-0.11595, -1.84962, 2.09760], [0.25467, 1.96241, -0.41545], [-1.30806, 2.12185, -0.13639], [-0.73537, 1.41488, -1.58877], [-1.60276, -0.45818, 0.00241], [1.33938, -0.63602, -1.10582]], "lumo_energy_ev": 0.80, "e_above_lowest_kj_mol": 165.4, "smiles": "C[C@H]1[C@H](Cl)C1(Cl)Cl", "gap_ev": 9.90, "total_energy_ev": -41794.2326, "total_charge": 0}



(3)
{"formula": "C42H41N5O2RuS", "method": "ωB97M-V with the def2-TZVPD basis set", "species": ["Ru", "S", "C", "C", "C", "C", "C", "C", "C", "C", "C", "N", "H", "H", "H", "H", "H", "H", "C", "C", "C", "C", "C", "C", "C", "N", "C", "C", "C", "C", "C", "C", "C", "N", "C", "C", "C", "C", "H", "H", "H", "H", "H", "H", "H", "H", "H", "H", "H", "H", "H", "H", "H", "H", "H", "H", "H", "H", "H", "H", "H", "H", "O", "C", "N", "C", "C", "O", "N", "C", "C", "C", "C", "C", "C", "C", "C", "C", "C", "C", "C", "H", "H", "H", "H", "H", "H", "H", "H", "H", "H", "H"], "coordinates": [[0.14200, 0.34610, 0.01200], [-1.00210, -1.41130, 4.01110], [-0.03450, -0.00700, 4.29760], [0.35950, 0.60180, 3.14580], [-0.08610, -0.06640, 1.97500], [-0.85230, -1.18860, 2.30410], [-1.46250, -2.05100, 1.33570], [-2.27230, -3.14310, 1.68170], [-2.82870, -3.91200, 0.68210], [-2.56120, -3.58350, -0.64270], [-1.73230, -2.50240, -0.90500], [-1.19830, -1.75390, 0.04630], [0.17400, 0.27410, 5.31310], [0.95500, 1.50160, 3.13770], [-2.44700, -3.37050, 2.72310], [-3.45130, -4.75980, 0.92420], [-2.98170, -4.15760, -1.45230], [-1.48220, -2.24250, -1.92460], [2.52430, -0.00280, -6.61930], [1.02770, 0.00050, -6.28820], [0.39300, 1.25300, -6.91050], [0.39150, -1.25320, -6.90540], [0.76550, 0.02600, -4.79360], [-0.56190, 0.04730, -4.28100], [-0.76250, 0.09710, -2.92330], [0.23010, 0.09060, -2.03510], [1.53100, 0.03280, -2.48300], [1.78320, 0.03640, -3.87530], [2.53770, -0.04040, -1.48560], [3.92080, -0.05700, -1.76390], [4.85910, -0.02680, -0.76710], [4.37470, -0.02810, 0.56980], [3.02700, -0.04610, 0.80410], [2.10620, -0.06160, -0.16760], [6.34480, 0.00030, -1.04130], [6.65810, 0.00330, -2.53990], [6.95360, -1.25730, -0.40260], [6.94730, 1.25930, -0.40130], [2.65470, -0.00410, -7.69910], [3.01590, -0.88980, -6.22490], [3.01580, 0.88520, -6.22760], [0.61030, 1.28590, -7.97580], [0.79540, 2.15270, -6.44950], [-0.68670, 1.25370, -6.78590], [0.60450, -1.28710, -7.97200], [-0.68800, -1.25520, -6.78000], [0.79530, -2.15470, -6.44890], [-1.42000, 0.02120, -4.93280], [-1.76680, 0.13990, -2.50560], [2.80820, 0.02100, -4.20070], [4.23130, -0.05470, -2.79220], [5.04830, 0.00340, 1.40860], [2.64250, -0.05300, 1.82100], [6.25660, -0.88400, -3.02510], [7.73490, 0.00570, -2.69040], [6.25180, 0.88940, -3.02320], [6.47790, -2.14990, -0.80470], [6.81650, -1.25360, 0.67520], [8.01970, -1.30860, -0.61040], [6.47140, 2.15240, -0.80180], [8.01340, 1.31180, -0.61080], [6.81360, 1.25660, 0.67730], [0.28090, 2.96050, -0.42560], [-0.92060, 2.84010, -0.20680], [-1.89140, 3.76490, -0.16820], [-3.17640, 3.16680, 0.17190], [-2.76760, 1.68080, 0.31370], [-3.47170, 0.73600, 0.59640], [-1.45190, 1.60010, 0.06090], [-4.20810, 3.34950, -0.93250], [-5.08780, 2.32170, -1.24950], [-6.02160, 2.48440, -2.25660], [-6.09260, 3.68290, -2.94660], [-5.23240, 4.71910, -2.62180], [-4.28970, 4.55560, -1.62200], [-3.73450, 3.68790, 1.49010], [-3.61870, 5.03490, 1.82030], [-4.13870, 5.50030, 3.01510], [-4.76720, 4.63060, 3.89110], [-4.89200, 3.29140, 3.56280], [-4.38250, 2.82530, 2.36540], [-1.73800, 4.74860, -0.31140], [-5.04040, 1.38810, -0.71150], [-6.68740, 1.66820, -2.49820], [-6.81990, 3.81040, -3.73230], [-5.29460, 5.66080, -3.14750], [-3.63480, 5.37830, -1.37840], [-3.14170, 5.73180, 1.14770], [-4.05360, 6.54880, 3.26010], [-5.16150, 4.99520, 4.82580], [-5.37930, 2.60020, 4.23520], [-4.48280, 1.78050, 2.11550]], "lumo_energy_ev": [-3.71, -4.09], "e_above_lowest_kj_mol": 121.7, "multiplicity": 2, "gap_ev": [6.71, 6.36], "total_energy_ev": -69178.8730, "total_charge": 1}



(4)
{"formula": "C22H29F3N4O2S", "method": "ωB97M-V with the def2-TZVPD basis set", "species": ["C", "C", "C", "N", "N", "N", "C", "C", "C", "C", "C", "C", "C", "C", "C", "C", "H", "H", "H", "H", "H", "H", "H", "H", "H", "H", "H", "H", "H", "H", "H", "H", "H", "H", "H", "H", "H", "H", "H", "H", "H", "F", "C", "F", "F", "S", "N", "C", "O", "C", "C", "C", "C", "C", "C", "C", "O", "H", "H", "H", "H"], "coordinates": [[-2.35430, 0.57464, 1.89639], [-0.98144, 0.03125, 1.58489], [-0.04862, -0.15851, 2.76783], [-0.30798, 0.98771, 0.69276], [0.62366, 1.76190, 1.21153], [0.86566, 2.71871, 0.28309], [2.07810, 3.52658, 0.67534], [3.23100, 2.55796, 0.77778], [1.76656, 4.13301, 2.02141], [0.11109, 2.54845, -0.83063], [0.13494, 3.67813, -1.87468], [-1.00816, 3.50637, -2.87233], [1.48430, 3.72244, -2.59623], [-0.03248, 5.04829, -1.20256], [-0.59756, 1.33774, -0.62687], [-1.39015, 0.44144, -1.36586], [-2.92770, -0.15416, 2.46561], [-2.29173, 1.48788, 2.49484], [-2.92031, 0.79514, 0.99227], [-1.05654, -0.91708, 1.02424], [-0.53396, -0.81207, 3.50317], [0.86309, -0.67435, 2.44115], [0.23111, 0.79157, 3.24682], [2.24226, 4.27504, -0.09575], [4.10313, 3.06591, 1.19544], [2.93874, 1.74323, 1.45134], [3.49319, 2.14712, -0.20309], [2.66067, 4.62389, 2.41686], [0.96126, 4.87267, 1.95686], [1.47112, 3.32592, 2.70296], [-1.96357, 3.55566, -2.33289], [-0.96138, 4.32916, -3.60180], [-0.92789, 2.54405, -3.39167], [2.32413, 3.87613, -1.90577], [1.66338, 2.79248, -3.14324], [1.48304, 4.56050, -3.30694], [0.74985, 5.27876, -0.47122], [0.01496, 5.83109, -1.97156], [-0.99902, 5.12768, -0.69744], [-1.28643, 0.43420, -2.44753], [-2.25146, 0.08120, -0.76931], [0.13153, -0.97416, -3.02242], [0.10986, -1.93337, -2.02916], [0.36447, -3.13917, -2.61823], [1.13037, -1.63591, -1.16610], [-1.44972, -1.81499, -1.30802], [-1.28233, -3.59026, -0.48561], [-0.68673, -3.77441, 0.74680], [-0.30381, -2.93223, 1.56995], [-0.61502, -5.25251, 0.89843], [-1.19686, -5.85451, -0.20497], [-1.17644, -7.22665, -0.31615], [-0.59170, -8.00905, 0.69759], [0.01711, -7.38601, 1.80832], [0.01018, -5.98226, 1.89321], [-1.66213, -4.77673, -1.12483], [-2.22713, -4.90091, -2.20141], [-1.60977, -7.68486, -1.19563], [-0.59076, -9.09667, 0.64237], [0.48351, -7.98948, 2.59795], [0.49078, -5.44356, 2.72268]], "lumo_energy_ev": 0.21, "gap_ev": 6.78, "total_energy_ev": -52324.6964, "total_charge": 0}



(5)
{"formula": "C11H20NO4S", "method": "ωB97M-V with the def2-TZVPD basis set", "species": ["C", "C", "O", "O", "C", "O", "C", "S", "C", "C", "C", "C", "N", "C", "C", "C", "O", "H", "H", "H", "H", "H", "H", "H", "H", "H", "H", "H", "H", "H", "H", "H", "H", "H", "H", "H", "H"], "coordinates": [[4.73114, -1.91188, 0.54942], [4.75374, -1.25074, -0.83116], [4.48154, -1.86528, -1.76954], [5.08729, 0.12436, -0.98574], [4.04097, 0.97256, -0.81448], [4.12208, 2.03036, -1.25045], [2.80000, 0.56082, -0.01877], [1.48633, 1.82150, -0.12425], [0.60966, 1.66849, 1.49346], [-0.91174, 1.87448, 1.37241], [-1.51283, 0.82299, 0.37883], [-2.91622, 0.39238, 0.82891], [-3.66541, -0.34483, -0.20276], [-4.55133, -1.36746, 0.41437], [-2.78297, -1.02686, -1.13106], [-2.56558, -0.34305, -2.48970], [-2.28583, -2.05968, -0.88378], [3.72152, -1.88309, 0.97282], [5.34980, -1.30793, 1.22780], [5.09922, -2.93201, 0.47256], [3.07704, 0.49995, 1.04156], [2.36120, -0.39260, -0.33220], [0.65757, 1.36990, -1.10078], [0.77542, 0.62901, 1.80505], [1.11998, 2.33628, 2.19314], [-1.32895, 1.68750, 2.36698], [-1.14712, 2.86829, 0.98211], [-0.80745, -0.01983, 0.32800], [-1.57597, 1.30039, -0.60777], [-3.46364, 1.32075, 1.05909], [-2.88721, -0.18698, 1.76672], [-5.42214, -0.84213, 0.82095], [-4.86248, -2.05051, -0.37676], [-4.04312, -1.90286, 1.22797], [-3.22944, 0.52059, -2.56845], [-1.50948, -0.05450, -2.53430], [-2.80556, -1.05837, -3.28022]], "lumo_energy_ev": -3.61, "gap_ev": 8.30, "total_energy_ev": -32237.9075, "total_charge": 1}



The max |F| results, record by record, are as follows: 6.589; 4.773; 3.977; 3.207; 4.794 eV Å⁻¹.